Entry 1:
{"formula": "C3H9OPS", "method": "wB97M-V/def2-TZVPD", "homo_energy_ev": [-7.8, -7.8], "e_tot_ha": -934.27139, "lumo_energy_ev": [0.0, 0.0], "smiles": "CC[S@@H](=O)=PC", "homo_lumo_gap_ev": [7.754, 7.755], "species": ["C", "C", "S", "O", "P", "C", "H", "H", "H", "H", "H", "H", "H", "H", "H"], "xyz": [[-1.9394, -0.1324, 1.5716], [-0.4983, -0.2924, 1.3811], [-0.0187, -0.0165, -0.3055], [-1.4761, 0.4303, -1.3770], [1.8297, 0.9221, -0.2439], [2.3447, 0.4481, -1.9696], [-2.3531, -0.5206, 2.5837], [-2.4422, 0.9322, 1.5419], [-2.6202, -0.6614, 0.7997], [-0.3036, -1.3050, 1.7167], [-0.0399, 0.4268, 2.0023], [0.2189, -1.2816, -0.9828], [2.6713, -0.5646, -1.9997], [1.4259, 0.4973, -2.4696], [3.2010, 1.1177, -2.2489]], "forces_ev_per_angstrom": [[-6.30, 0.86, 0.33], [-0.84, -0.84, 0.35], [-2.96, 0.27, -5.36], [4.63, -1.36, 3.67], [-0.25, -0.07, 0.74], [1.08, 0.71, 1.45], [1.27, 0.38, -1.45], [1.73, -1.67, -0.13], [1.49, 0.55, 1.02], [0.87, -0.10, -0.34], [1.31, 0.69, 0.38], [-0.52, 1.28, 1.31], [0.47, -0.90, 0.03], [-0.76, 0.66, -1.79], [-1.25, -0.46, -0.21]], "mulliken_charge": [-1.1027, -0.2059, 0.1924, -0.6424, 0.0159, -0.9755, 0.3268, 0.2963, 0.2991, 0.2988, 0.3266, 0.2328, 0.3169, 0.3169, 0.3039]}

=====

Entry 2:
{"formula": "C47H36BrNO17", "method": "wB97M-V/def2-TZVPD", "homo_energy_ev": -9.1, "e_tot_ha": -5720.19842, "lumo_energy_ev": -2.0, "smiles": "NCC[C@]1(Br)COC(=O)O1.O=C1C=CC(=O)C=C1.O=C1C=CC(=O)C=C1.O=C1C=CC(=O)C=C1.O=C1C=CC(=O)C=C1.O=C1C=CC(=O)C=C1.O=C1C=CC(=O)C=C1.O=C1C=CC(=O)C=C1", "homo_lumo_gap_ev": 7.155, "species": ["N", "C", "C", "C", "Br", "C", "O", "C", "O", "O", "H", "H", "H", "H", "H", "H", "H", "H", "O", "C", "C", "C", "C", "O", "C", "C", "H", "H", "H", "H", "O", "C", "C", "C", "C", "O", "C", "C", "H", "H", "H", "H", "O", "C", "C", "C", "C", "O", "C", "C", "H", "H", "H", "H", "O", "C", "C", "C", "C", "O", "C", "C", "H", "H", "H", "H", "O", "C", "C", "C", "C", "O", "C", "C", "H", "H", "H", "H", "O", "C", "C", "C", "C", "O", "C", "C", "H", "H", "H", "H", "O", "C", "C", "C", "C", "O", "C", "C", "H", "H", "H", "H"], "xyz": [[0.2569, -1.9146, -4.2671], [-0.4748, -0.6542, -4.1134], [-1.8536, -0.7050, -4.7522], [-2.9837, -1.4998, -4.0831], [-2.4146, -2.7579, -2.7294], [-3.9116, -2.2007, -5.1173], [-5.1779, -1.5335, -4.9583], [-4.9097, -0.3823, -4.3186], [-5.4359, 0.6635, -4.4839], [-3.9004, -0.6081, -3.4329], [-0.0070, -2.3583, -5.1385], [1.2472, -1.7234, -4.3376], [0.0520, 0.1651, -4.6121], [-0.5630, -0.3846, -3.0608], [-1.7485, -1.0238, -5.7906], [-2.2306, 0.3210, -4.7793], [-3.5597, -2.0101, -6.1296], [-4.0541, -3.2635, -4.9628], [0.4497, -1.5462, -7.3193], [0.7263, -2.0270, -8.3998], [1.7169, -1.3792, -9.2935], [2.0201, -1.9016, -10.4782], [1.3817, -3.1564, -10.9539], [1.6576, -3.6340, -12.0310], [0.3905, -3.8047, -10.0549], [0.0881, -3.2807, -8.8710], [2.1671, -0.4672, -8.9230], [2.7376, -1.4493, -11.1508], [-0.0595, -4.7177, -10.4234], [-0.6277, -3.7353, -8.1977], [-0.7537, 1.5643, -1.4476], [-1.7074, 1.8475, -0.7502], [-3.0902, 1.5111, -1.1670], [-4.1286, 1.8152, -0.3928], [-3.9481, 2.4964, 0.9150], [-4.8958, 2.7633, 1.6220], [-2.5597, 2.8275, 1.3286], [-1.5204, 2.5252, 0.5555], [-3.2040, 1.0065, -2.1158], [-5.1490, 1.5814, -0.6699], [-2.4449, 3.3201, 2.2863], [-0.5041, 2.7559, 0.8441], [0.6646, 3.5018, 2.6920], [1.4036, 2.6608, 3.1605], [1.1920, 1.2155, 2.8890], [1.9848, 0.2901, 3.4209], [3.1154, 0.6686, 4.3050], [3.8378, -0.1697, 4.8003], [3.3361, 2.1144, 4.5665], [2.5412, 3.0388, 4.0352], [0.3582, 0.9628, 2.2461], [1.8450, -0.7701, 3.2453], [4.1734, 2.3590, 5.2092], [2.6748, 4.0983, 4.2119], [-0.2548, -3.1033, 3.0160], [-1.1557, -2.7089, 3.7251], [-2.4523, -2.2658, 3.1513], [-3.4338, -1.8217, 3.9316], [-3.2752, -1.7531, 5.4078], [-4.1683, -1.3501, 6.1188], [-1.9794, -2.2031, 5.9803], [-0.9990, -2.6496, 5.2008], [-2.5420, -2.3274, 2.0738], [-4.3893, -1.4942, 3.5415], [-1.8915, -2.1458, 7.0578], [-0.0460, -2.9853, 5.5905], [-9.5532, 3.7251, -8.3184], [-8.6539, 3.9406, -7.5342], [-8.0461, 2.8506, -6.7326], [-7.0585, 3.0846, -5.8715], [-6.5229, 4.4577, -5.6824], [-5.6196, 4.6828, -4.9063], [-7.1316, 5.5529, -6.4826], [-8.1184, 5.3132, -7.3408], [-8.4550, 1.8608, -6.8919], [-6.6028, 2.3000, -5.2814], [-6.7228, 6.5426, -6.3226], [-8.5789, 6.0910, -7.9367], [9.4677, -2.7710, 4.2069], [8.9935, -1.7357, 4.6218], [7.5627, -1.6289, 4.9974], [7.0525, -0.4865, 5.4484], [7.8952, 0.7210, 5.6018], [7.4283, 1.7589, 6.0308], [9.3281, 0.6226, 5.2272], [9.8372, -0.5184, 4.7722], [6.9652, -2.5247, 4.8872], [6.0098, -0.3833, 5.7145], [9.9190, 1.5215, 5.3498], [10.8777, -0.6248, 4.4925], [3.4386, 0.3125, 11.7271], [3.8538, -0.2338, 10.7290], [4.7980, 0.4511, 9.8092], [5.2528, -0.1462, 8.7113], [4.8341, -1.5283, 8.3606], [5.2427, -2.0767, 7.3605], [3.8884, -2.2134, 9.2789], [3.4348, -1.6153, 10.3765], [5.0865, 1.4569, 10.0871], [5.9367, 0.3443, 8.0285], [3.6004, -3.2186, 8.9981], [2.7471, -2.0928, 11.0628]], "forces_ev_per_angstrom": [[-0.12, -0.06, 0.11], [0.10, -0.09, -0.15], [-0.01, 0.22, 0.22], [-0.29, -0.54, 0.02], [0.01, -0.07, 0.09], [-0.21, 0.07, 0.10], [0.28, 0.13, -0.58], [0.09, -0.36, 0.31], [-0.51, 0.12, 0.26], [0.47, 0.43, -0.43], [0.13, 0.11, -0.05], [0.04, -0.05, 0.05], [-0.05, 0.12, 0.05], [0.04, -0.03, 0.05], [0.04, -0.14, 0.00], [-0.01, 0.03, -0.12], [0.01, -0.05, -0.05], [0.04, -0.02, 0.15], [-0.08, -0.01, -0.06], [0.04, 0.01, -0.02], [0.01, 0.00, -0.01], [0.00, 0.00, 0.00], [0.00, 0.01, 0.02], [0.00, 0.00, -0.01], [0.00, 0.00, 0.01], [0.00, 0.00, -0.01], [-0.01, 0.00, 0.01], [0.00, -0.01, -0.01], [0.01, 0.00, -0.01], [0.00, 0.01, 0.01], [-0.01, 0.00, -0.01], [0.02, -0.05, 0.00], [0.00, 0.08, 0.07], [-0.01, -0.01, 0.00], [0.03, -0.01, -0.01], [-0.01, -0.01, 0.01], [0.00, -0.02, 0.01], [-0.03, -0.02, -0.05], [0.02, 0.06, 0.03], [0.00, 0.02, 0.00], [-0.01, 0.01, 0.00], [-0.02, 0.06, -0.03], [0.05, 0.02, 0.04], [-0.03, -0.03, 0.03], [0.00, 0.00, 0.01], [-0.01, -0.07, 0.02], [0.04, 0.09, 0.00], [-0.04, -0.07, 0.03], [0.00, 0.01, 0.00], [0.01, 0.00, 0.00], [0.00, 0.01, -0.01], [0.02, 0.00, -0.01], [0.01, -0.02, -0.01], [-0.01, 0.00, -0.01], [0.04, 0.05, -0.02], [-0.02, -0.01, 0.00], [0.01, 0.01, 0.02], [-0.01, 0.00, -0.01], [0.01, -0.02, -0.01], [-0.01, 0.00, 0.01], [0.01, 0.00, -0.01], [-0.01, 0.02, 0.01], [0.01, -0.01, 0.00], [0.00, 0.02, 0.01], [-0.02, 0.01, 0.00], [0.00, 0.00, -0.01], [-0.01, -0.01, -0.01], [0.01, 0.02, 0.01], [0.00, -0.01, 0.00], [-0.03, 0.03, -0.01], [0.00, -0.01, 0.00], [0.01, 0.01, 0.01], [-0.01, -0.01, -0.01], [0.00, 0.01, 0.00], [-0.01, 0.00, -0.01], [0.00, 0.07, -0.02], [0.01, -0.01, 0.01], [-0.01, -0.01, 0.00], [0.01, -0.01, -0.01], [0.00, 0.01, 0.01], [0.03, 0.00, 0.00], [0.03, 0.05, -0.09], [-0.02, 0.00, 0.01], [-0.01, 0.02, 0.03], [0.00, -0.01, -0.01], [-0.01, 0.01, 0.01], [0.01, 0.00, 0.01], [0.03, -0.04, -0.05], [-0.01, 0.01, 0.00], [0.00, -0.02, 0.00], [-0.01, 0.01, 0.01], [0.01, -0.01, -0.02], [0.00, 0.00, 0.00], [0.00, 0.02, 0.00], [-0.04, 0.05, 0.01], [-0.02, -0.09, 0.03], [0.01, 0.00, 0.01], [0.00, 0.00, -0.01], [-0.01, 0.00, 0.01], [-0.01, -0.01, 0.00], [0.01, 0.00, -0.01], [0.00, 0.01, 0.01]], "mulliken_charge": [-0.5595, -0.6856, -0.9105, 0.5665, -0.0801, -0.3754, -0.3919, 0.4529, -0.5278, -0.1641, 0.1778, 0.2823, 0.3900, 0.3417, 0.4603, 0.3568, 0.2184, 0.3727, -0.4188, 0.3231, -0.3323, -0.3740, 0.3315, -0.5329, -0.4576, -0.2156, 0.4265, 0.3956, 0.4043, 0.4230, -0.5607, 0.2883, -0.0326, -0.5148, 0.2753, -0.5654, -0.4645, -0.5551, 0.4505, 0.4724, 0.4786, 0.7374, -0.5489, 0.5105, -0.1410, -0.6273, 0.1856, -0.4438, -0.3249, -0.5211, 0.4331, 0.5575, 0.4799, 0.4351, -0.5673, 0.3648, -0.4795, -0.3481, 0.3548, -0.5426, -0.3469, -0.3104, 0.5548, 0.4410, 0.4167, 0.4673, -0.5486, 0.3903, -0.4135, -0.3841, 0.3254, -0.5501, -0.3527, -0.3737, 0.4335, 0.7340, 0.4144, 0.4039, -0.5522, 0.2214, -0.3578, 0.0095, 0.2666, -0.5812, -0.4728, -0.3807, 0.4664, 0.5658, 0.4252, 0.4150, -0.5458, 0.3002, -0.5269, -0.0049, 0.4940, -0.4780, -0.4672, -0.4392, 0.4391, 0.3659, 0.4366, 0.4158]}

=====

Entry 3:
{"formula": "C9H17Li2O9P", "method": "wB97M-V/def2-TZVPD", "homo_energy_ev": 1.1, "e_tot_ha": -1386.94208, "total_charge": -2, "lumo_energy_ev": 4.3, "homo_lumo_gap_ev": 3.259, "species": ["Li", "Li", "P", "O", "O", "O", "O", "O", "C", "O", "O", "H", "C", "C", "C", "O", "C", "H", "H", "H", "H", "H", "H", "H", "H", "C", "C", "C", "O", "C", "H", "H", "H", "H", "H", "H", "H", "H"], "xyz": [[1.8348, 0.1925, -0.9687], [2.3425, -2.9443, -1.2711], [2.7771, -0.9994, -2.8598], [3.7166, -2.1309, -2.3598], [1.4796, -1.4108, -2.1514], [2.9966, -0.8640, -4.3998], [3.3583, 0.2249, -2.0881], [2.3696, -1.5592, 2.6522], [2.2945, -1.3102, 1.3621], [2.2207, -2.2412, 0.6113], [2.4005, -0.1464, 0.9109], [2.4451, -2.5119, 2.5613], [-0.9474, 3.0727, -0.0290], [-1.4442, 2.6220, -1.3564], [-0.3017, 1.6114, -1.8376], [0.8317, 1.9059, -1.0267], [0.3237, 2.2847, 0.2628], [-1.6851, 2.9563, 0.7649], [-0.5380, 4.0799, -0.1069], [-1.4914, 3.4208, -2.0964], [-2.3980, 2.0946, -1.3409], [-0.0697, 1.5912, -2.9024], [-0.7992, 0.6530, -1.6893], [1.0561, 2.9022, 0.7827], [0.1516, 1.3495, 0.7957], [-1.1469, -1.8157, 0.8326], [-1.0869, -1.1368, 2.1530], [-2.1577, -0.0764, 2.0499], [-2.7813, -0.1765, 0.7891], [-2.5449, -1.5547, 0.3941], [-0.9579, -2.8876, 0.8924], [-0.4180, -1.4540, 0.1074], [-0.0714, -0.7465, 2.2196], [-1.1743, -1.8477, 2.9746], [-1.6172, 0.8636, 2.1619], [-2.9429, -0.1381, 2.8033], [-2.7699, -1.8087, -0.6418], [-3.2556, -2.0641, 1.0448]], "forces_ev_per_angstrom": [[1.22, -0.46, -0.18], [0.65, 1.71, -0.40], [5.76, 0.27, -1.51], [0.32, -2.65, 0.39], [-3.49, 0.24, 0.32], [-2.02, 0.06, 1.31], [-1.65, 1.20, -0.21], [0.12, -0.29, 2.57], [1.06, 4.57, -3.08], [-0.82, -5.30, -1.71], [-0.93, 1.14, 1.76], [-0.03, -0.59, 0.76], [0.71, 0.59, 0.82], [0.92, -0.89, -2.05], [-1.78, 0.50, 0.24], [-0.62, 0.11, -0.09], [-0.03, -0.94, -0.55], [0.06, 0.32, 0.08], [-0.76, 0.42, 0.19], [-0.24, 0.24, 0.18], [0.02, 0.08, 0.12], [0.45, 0.53, 0.20], [0.85, -0.68, 0.61], [0.18, -0.35, -0.08], [-0.04, 0.07, 0.43], [0.19, -1.51, -1.25], [1.38, -0.40, 0.55], [0.24, 0.75, 0.61], [0.35, -0.03, -1.26], [-0.84, 0.45, 0.60], [0.05, -0.10, 0.08], [0.00, 0.25, -0.05], [-0.17, 0.45, 0.44], [-0.41, 0.08, 0.11], [-0.59, 0.47, -0.23], [0.05, -0.10, 0.40], [-0.02, 0.70, -0.07], [-0.12, -0.91, -0.07]], "mulliken_charge": [0.8765, 0.8257, 0.7530, -1.0155, -0.7905, -0.8758, -0.8881, -0.5131, 0.6446, -0.5672, -0.8149, 0.2691, -0.5326, -0.5280, -0.4137, -0.4556, 0.3556, 0.2609, 0.3162, 0.2732, 0.2625, 0.5048, 0.0714, 0.4451, -0.4939, 0.2581, -0.3925, -0.4898, -0.3979, -0.7478, 0.3421, -0.2848, 0.0789, 0.3499, 0.2978, 0.2478, 0.3886, 0.3800]}

=====

Record order is preserved below.
Relative energy (zero: lowest compared OMol25 entry of this formula, charge and spin): 700.7, 0.0, 168.6 kJ/mol